(1)
Formula: C32H64O14
Source: OMol25
Level of theory: wB97M-V/def2-TZVPD

```
110
Properties=species:S:1:pos:R:3:forces:R:3
C 2.013554 -0.673042 4.443709 0.1 -1.6 0.7
C 1.300776 -1.653549 3.506915 0.2 1.4 -0.2
O 0.066887 -2.090341 4.067369 0.3 0.3 0.1
C 0.078460 -3.177363 4.834710 -1.8 -2.3 -0.6
C -1.321070 -3.540075 5.315578 0.1 1.2 0.3
O 0.999109 -3.912609 5.065549 1.0 0.8 -0.1
H 2.759661 -0.102648 3.899703 -0.1 0.3 0.0
H 2.518871 -1.247685 5.226329 0.2 0.1 -0.1
H 1.266645 -0.092206 4.981206 0.1 0.5 -0.3
H 1.001255 -1.058962 2.644957 -0.1 -0.3 -0.2
H 1.928253 -2.474532 3.168661 -0.1 -0.2 0.2
H -2.146054 -3.094110 4.764454 0.3 0.3 -0.1
H -1.294557 -3.069747 6.305811 -0.6 -0.3 0.2
H -1.553683 -4.596355 5.385020 0.7 -0.2 0.1
C -0.701738 1.571424 -1.486080 -0.9 0.3 0.6
C -0.974500 0.598590 -0.339830 0.4 -0.5 -1.5
O -0.850759 1.230504 0.921374 0.2 -0.1 0.9
C 0.383621 1.212982 1.456602 0.8 0.3 -0.2
C 0.495139 1.776848 2.822807 -1.3 0.7 1.2
O 1.351833 0.802749 0.868435 0.2 -0.4 -0.5
H -1.326603 2.449641 -1.296485 0.0 0.0 -0.3
H -1.021987 1.128200 -2.429818 0.2 0.0 0.0
H 0.323042 1.928348 -1.530130 0.1 -0.3 0.0
H -1.971259 0.165698 -0.414071 -0.1 0.3 0.2
H -0.283591 -0.243284 -0.447031 0.1 0.2 0.4
H 0.142757 2.812381 2.845333 -0.2 -0.1 -0.1
H 1.459341 1.799864 3.314688 0.4 -0.4 -0.7
H -0.149975 1.205135 3.497550 -0.2 0.1 -0.1
C -2.658435 -1.671123 1.739851 0.4 0.0 1.3
C -3.688302 -0.712090 2.276486 -1.8 -0.6 -0.3
O -3.249987 0.084366 3.371750 0.5 0.9 -0.7
C -3.390038 -0.310658 4.619202 0.1 -0.7 1.8
C -2.847379 0.659919 5.632503 0.6 1.1 -0.9
O -3.795846 -1.378811 5.009706 -0.5 -0.3 -0.9
H -1.692358 -1.181137 1.604694 -0.1 0.0 -0.4
H -3.025002 -2.188767 0.858420 0.1 0.1 -0.1
H -2.488027 -2.385308 2.550533 0.1 -0.3 -0.3
H -4.143340 -0.047818 1.537290 0.7 0.4 0.0
H -4.575602 -1.270615 2.603379 0.3 -0.2 0.2
H -1.771615 0.459719 5.659347 0.0 -0.1 0.3
H -3.288664 0.575016 6.616146 -0.1 -0.4 0.0
H -2.915026 1.696036 5.290978 -0.2 -0.1 0.0
C 1.413146 1.683623 -4.390725 1.3 -0.1 -0.3
C 0.327767 2.433913 -5.134941 -0.3 0.1 1.1
O -0.018054 1.644786 -6.259238 0.5 -0.1 -0.8
C -0.798193 2.125413 -7.220151 -1.3 0.5 -0.6
C -0.924646 1.255948 -8.460706 0.6 0.0 0.3
O -1.408285 3.167511 -7.166265 0.6 -0.1 0.5
H 2.379783 1.886350 -4.863504 0.0 -0.2 -0.1
H 1.275848 0.603466 -4.412740 -0.1 0.4 0.0
H 1.558737 1.946720 -3.344159 -0.4 0.4 0.0
H -0.524205 2.517403 -4.452081 -0.2 0.3 -0.5
H 0.661966 3.413251 -5.478428 -0.2 0.0 0.2
H -1.945384 1.315638 -8.821973 0.0 0.0 0.1
H -0.621514 0.217833 -8.335512 0.0 0.0 0.2
H -0.272154 1.706880 -9.211269 0.0 0.0 -0.1
C 6.355541 -0.639937 3.103153 0.3 -0.1 0.2
C 5.497829 0.586506 2.830976 0.6 0.0 0.4
O 4.638665 0.389441 1.696090 -0.1 0.2 0.4
C 5.183837 0.721568 0.519446 0.3 -1.0 -1.6
C 4.284157 0.389260 -0.637046 -0.9 -1.1 0.0
O 6.321732 1.059999 0.320661 0.2 0.6 0.9
H 7.108957 -0.477165 3.878781 0.1 0.6 -0.2
H 6.869179 -0.912884 2.182525 0.0 -0.2 0.1
H 5.822483 -1.491368 3.531487 -0.5 0.0 -0.5
H 4.893966 0.812410 3.707046 -0.4 0.1 -0.2
H 6.107087 1.457928 2.591015 0.2 -0.1 0.3
H 3.611665 -0.402991 -0.297279 -0.5 0.5 0.0
H 4.803916 -0.095966 -1.462151 0.6 0.4 0.1
H 3.726550 1.225597 -1.051468 -0.1 0.1 0.3
C 0.825164 -2.815817 0.114133 0.4 -0.7 1.4
C -0.011604 -4.037809 0.492459 -1.8 2.2 -0.2
C -0.709122 -4.693034 -0.689178 1.0 -1.2 0.9
O -0.354637 -4.248868 1.630232 0.6 -0.6 0.1
H 1.808946 -3.244623 -0.100514 0.0 0.6 -1.0
H 0.995675 -2.149457 0.960034 -0.2 -0.3 0.2
H 0.285627 -2.204664 -0.603684 0.5 -0.4 -0.7
H -1.307821 -5.491734 -0.251863 -0.3 0.1 -0.3
H 0.065508 -5.167925 -1.298908 -0.2 0.2 -0.4
H -1.277708 -3.969286 -1.262975 -0.1 0.0 0.0
C -6.227102 -0.180621 -0.628328 -0.3 0.5 -0.7
C -4.976165 -0.099837 -1.484436 -1.1 -0.6 -1.0
C -5.093916 0.704810 -2.774860 0.4 -0.1 0.3
O -4.073199 -0.892562 -1.342077 0.4 0.3 0.5
H -6.483710 0.730462 -0.083734 0.6 -0.2 0.5
H -6.219633 -1.109986 -0.067937 0.0 0.3 0.4
H -7.071139 -0.189529 -1.327333 0.1 -0.4 -0.1
H -4.263243 0.421264 -3.419976 0.0 0.2 0.0
H -5.109258 1.785570 -2.632444 0.0 0.0 0.1
H -6.031389 0.423496 -3.254624 0.0 0.0 0.0
C 3.370854 3.735998 1.806964 0.7 0.2 1.0
C 2.325203 4.543237 1.094643 -0.9 -1.9 -1.1
C 2.140012 4.187660 -0.397879 0.0 0.4 0.6
O 1.449590 5.185924 1.616208 0.5 0.5 0.5
H 3.029769 2.698290 1.869459 -0.1 0.0 -0.4
H 3.538411 4.043370 2.841685 -0.2 0.3 -0.1
H 4.350385 3.711671 1.326888 -0.1 0.1 -0.3
H 1.098078 3.880708 -0.483442 -0.1 0.3 -0.1
H 2.735194 3.359570 -0.777719 0.4 0.2 0.1
H 2.311586 5.113915 -0.946413 -0.1 -0.2 -0.3
C -1.426211 -1.703327 -3.324938 -0.7 0.7 -0.8
C -1.265503 -0.784207 -4.554147 0.6 -0.1 0.0
C -0.037753 -1.024780 -5.377067 0.7 -0.7 -0.5
O -2.083983 0.036764 -4.895921 -0.3 -0.1 0.5
H -2.503831 -1.687952 -3.164076 0.0 -0.6 0.3
H -0.965925 -1.361819 -2.397938 0.2 0.4 -0.2
H -1.000241 -2.677485 -3.557322 -0.2 -0.1 0.0
H -0.144512 -1.961740 -5.933862 -0.1 -0.2 0.4
H 0.825786 -1.115298 -4.710363 -0.1 -0.4 -0.2
H 0.187620 -0.276043 -6.133846 -0.3 -0.1 0.5
```
Forces are in eV/Å.

The value obtained for the relative energy (zero: lowest compared OMol25 entry of this formula, charge and spin) is 0.000 eV. The spin multiplicity is 1. The maximum force is 0.0582 Eh/bohr. The structure (SMILES) is CCOC(C)=O.CCOC(C)=O.CCOC(C)=O.CCOC(C)=O.CCOC(C)=O.CC(C)=O.CC(C)=O.CC(C)=O.CC(C)=O. The value obtained for the lowest unoccupied orbital energy is 0.40 eV.

Atom charges from the Mulliken analysis, given in e for atoms 1 to 99: -1.132, 1.469, 0.242, 0.703, -0.987, -0.606, -0.090, 0.478, 0.259, -1.776, 0.581, 0.195, 0.272, 0.313, -0.434, 1.318, -0.498, 0.663, -1.366, -0.072, 0.457, -0.041, -0.452, 0.032, -0.395, 0.584, 0.231, -0.020, -0.438, -0.403, -0.347, 0.885, -0.968, -0.604, -0.332, 0.460, 0.429, 0.070, 0.467, 0.051, 0.363, 0.338, -0.132, -0.356, -0.298, 0.758, -1.042, -0.581, 0.402, -0.212, -0.183, 0.167, 0.523, 0.324, 0.264, 0.306, -1.318, -0.376, -0.030, 0.530, -0.285, -0.580, 0.393, 0.320, 0.285, 0.447, 0.453, -0.035, 0.448, -0.173, 0.964, 0.696, -1.182, -0.461, 0.587, -0.707, -0.729, 0.390, 0.418, 0.110, -1.495, 1.063, -1.042, -0.455, 0.336, 0.340, 0.452, 0.102, 0.310, 0.427, -0.499, 0.519, -0.545, -0.576, -0.318, 0.416, 0.437, 0.070, -0.124



(2)
Formula: C32H64O16S8
Source: OMol25
Level of theory: wB97M-V/def2-TZVPD

```
120
Properties=species:S:1:pos:R:3:forces:R:3
O -1.035140 -15.523120 9.949170 -0.6 -0.8 3.3
S -1.194020 -15.838180 11.413050 -1.1 1.3 -2.6
O -0.066590 -16.310210 12.144530 1.1 -1.4 0.4
C -1.706580 -14.364230 12.381910 -0.5 -0.7 -0.6
C -3.178890 -14.640520 12.646180 -0.8 -0.2 0.5
C -3.435590 -16.191840 12.896530 1.2 0.9 -0.6
C -2.783730 -16.901280 11.696480 0.5 1.8 -0.2
H -1.454670 -13.510190 11.753220 -0.4 0.0 0.0
H -1.124180 -14.308230 13.301570 0.1 -0.4 -0.2
H -3.575920 -14.082300 13.494030 0.3 -0.1 0.2
H -3.784340 -14.287070 11.811550 0.0 -0.3 -0.3
H -4.511840 -16.346010 12.974150 0.1 -0.2 0.0
H -2.909370 -16.525480 13.790890 -0.3 0.2 0.3
H -3.413820 -16.650850 10.843030 0.3 -0.4 -0.4
H -2.503950 -17.953460 11.748780 0.0 0.2 0.1
O -4.779930 -18.159220 19.631280 0.6 0.9 -0.5
S -4.343890 -16.887510 19.060200 -1.3 0.7 -1.0
O -3.212320 -16.184440 19.663360 -0.6 -0.3 -0.3
C -4.185880 -16.982210 17.206480 0.8 -0.3 1.0
C -5.190250 -16.001080 16.588740 0.6 -1.0 -0.1
C -6.393800 -16.047390 17.477860 -0.7 -0.3 1.3
C -5.833010 -15.757430 18.896600 0.2 -0.2 -0.1
H -4.399530 -18.039380 17.048870 -0.2 0.1 -0.4
H -3.126250 -16.822840 17.006760 -0.2 0.2 -0.2
H -4.804190 -14.981740 16.589160 0.2 -0.1 -0.2
H -5.409030 -16.295040 15.562180 0.1 0.1 0.0
H -6.920040 -16.997580 17.569020 0.5 -0.6 -0.4
H -7.203570 -15.420730 17.104130 0.3 0.7 0.4
H -6.511490 -15.977280 19.720870 0.1 0.1 0.0
H -5.438770 -14.742020 18.936740 0.0 0.0 0.3
O -1.359350 -20.517300 18.966850 -0.3 0.2 0.3
S -0.821530 -19.188080 18.883460 1.7 0.8 -0.6
O -1.373240 -18.235870 17.905920 0.6 -1.1 1.2
C -0.600030 -18.299650 20.483170 -0.1 -0.2 -0.2
C 0.831820 -18.588000 20.993880 0.0 -0.4 -1.1
C 1.725980 -18.523460 19.710560 -0.4 0.6 1.2
C 1.060670 -19.355810 18.640730 -0.8 0.0 -1.1
H -1.454460 -18.395040 21.153210 0.1 -0.7 0.0
H -0.707030 -17.279640 20.114090 0.4 0.2 0.1
H 1.128920 -17.913270 21.796740 0.0 0.3 -0.3
H 1.062590 -19.579620 21.383160 -1.0 -0.3 0.2
H 2.722490 -18.859990 19.996600 0.1 0.0 -0.4
H 1.762960 -17.472270 19.424700 0.2 0.0 -0.3
H 1.357730 -20.401290 18.558070 -0.4 -0.2 0.9
H 1.277690 -19.055320 17.615690 -0.2 0.7 0.0
O -1.419800 -11.834440 15.900690 -0.5 -1.8 1.2
S -1.436100 -13.195420 16.467270 0.3 -1.7 -1.0
O -2.323600 -14.252310 15.922150 0.2 1.9 0.9
C 0.184330 -13.975640 16.259460 1.6 1.4 1.6
C 0.739010 -14.286330 17.737010 -0.4 -0.4 -0.9
C -0.441040 -14.510010 18.634830 -2.0 0.6 0.1
C -1.402390 -13.307140 18.339560 -0.4 0.3 -0.9
H 0.814860 -13.200370 15.824160 0.0 0.0 -0.2
H 0.136380 -14.803710 15.552280 -0.3 -0.2 0.5
H 1.423830 -15.134200 17.721310 -0.1 0.0 -0.1
H 1.216200 -13.486550 18.303350 0.6 0.6 -1.2
H -0.178680 -14.473540 19.692160 0.1 -0.1 0.0
H -0.985960 -15.437110 18.456910 -0.1 0.0 -0.1
H -1.096180 -12.302170 18.630010 0.8 -0.1 0.2
H -2.422080 -13.352460 18.722010 -0.1 -0.6 -0.2
O -6.707540 -12.790310 12.237790 0.1 -0.2 0.6
S -6.741260 -13.079530 13.657020 -1.2 0.7 1.3
O -6.144210 -14.316840 14.171880 -0.4 1.4 -0.5
C -6.183500 -11.536020 14.614310 1.6 -0.5 -0.8
C -7.237810 -11.101940 15.595540 -0.4 -0.9 -0.5
C -8.573530 -11.446630 14.890690 0.7 -1.5 -0.6
C -8.489690 -12.930750 14.344360 1.1 0.7 0.8
H -5.925960 -10.744170 13.910930 -0.5 -0.2 -0.5
H -5.197710 -11.766150 15.018490 -0.1 -0.4 0.4
H -7.106680 -11.661160 16.521910 -0.3 0.0 0.1
H -7.172210 -10.038730 15.826610 0.0 0.0 -0.1
H -8.631500 -10.890480 13.955040 -0.5 0.8 0.4
H -9.395260 -11.331300 15.597490 -0.3 0.1 -0.5
H -9.230850 -13.211660 13.596110 0.2 0.2 0.0
H -8.511170 -13.618720 15.189540 -0.1 -0.2 -0.2
O -4.356250 -14.618940 23.443620 1.6 -1.5 -0.1
S -3.326750 -15.672620 23.301170 -0.5 1.2 0.7
O -3.729550 -16.983540 22.854050 0.1 0.1 0.1
C -1.924730 -15.070760 22.300600 0.3 -1.8 0.2
C -0.803060 -14.706610 23.288170 -0.5 0.9 -0.9
C -0.872490 -15.617060 24.526170 0.1 0.4 -0.2
C -2.323400 -15.773340 24.880630 -1.6 0.9 0.3
H -2.298170 -14.461790 21.477320 0.2 0.5 0.5
H -1.574840 -15.987620 21.826200 -0.3 -0.2 -0.2
H 0.176020 -14.719040 22.809290 0.0 -0.3 -0.1
H -0.943310 -13.657570 23.548860 0.0 0.0 0.6
H -0.308900 -15.054460 25.270440 -0.1 -0.5 0.4
H -0.445720 -16.613950 24.415740 0.3 0.2 -0.4
H -2.724670 -14.919110 25.425960 0.2 0.5 -0.2
H -2.627130 -16.573840 25.555210 0.2 -0.6 -0.7
O -8.831120 -20.661010 20.032340 -0.1 0.9 0.3
S -8.505700 -19.542400 20.905210 0.9 1.0 0.5
O -8.831540 -18.125330 20.504100 0.7 -3.1 0.9
C -9.136440 -19.951680 22.587920 0.6 -0.9 -0.2
C -8.118810 -20.989180 23.127940 0.3 -1.1 -1.3
C -6.686680 -20.412500 22.870350 -1.5 -0.9 0.2
C -6.697060 -19.744650 21.468720 -1.0 1.8 0.6
H -10.132890 -20.355380 22.408480 0.0 0.2 0.3
H -9.101890 -19.083350 23.245890 -0.3 0.2 -0.3
H -8.282490 -21.360550 24.139570 0.0 0.9 0.4
H -8.121840 -21.955700 22.624020 -0.7 0.1 -0.8
H -5.958500 -21.221990 22.921040 0.0 0.1 0.0
H -6.628200 -19.845100 23.799180 1.1 1.1 -0.7
H -6.089040 -20.152350 20.661130 -0.2 -0.3 0.3
H -6.445120 -18.687830 21.556800 0.4 0.0 -0.1
O -11.368660 -15.049550 15.667710 -0.4 -0.2 0.7
S -11.659040 -15.430390 17.042140 0.2 0.3 1.0
O -12.652590 -16.450100 17.366870 1.0 0.9 -0.6
C -10.085710 -15.792090 17.918960 0.0 0.6 0.9
C -9.589530 -14.443630 18.568800 -1.8 -1.2 -0.4
C -10.909680 -13.850970 19.173990 0.1 0.2 -0.8
C -12.016140 -13.912350 18.081590 0.9 0.0 -0.9
H -9.313090 -16.301950 17.343440 -0.5 0.0 -0.3
H -10.452820 -16.437340 18.717070 0.3 -0.2 0.0
H -8.881620 -14.613010 19.380130 0.1 -0.1 -0.2
H -9.138560 -13.845810 17.776760 -0.1 0.4 0.2
H -10.737780 -12.812580 19.457350 -0.2 0.0 0.1
H -11.176000 -14.410160 20.070920 0.0 -0.1 -0.1
H -11.843430 -13.079040 17.400520 0.1 0.0 -0.2
H -13.077200 -13.841570 18.320840 0.2 -0.5 0.5
```
Forces are in eV/Å.

The value obtained for the relative energy (zero: lowest compared OMol25 entry of this formula, charge and spin) is 3.414 eV. The spin multiplicity is 1. The maximum force is 0.0669 Eh/bohr. The structure (SMILES) is O=S1(=O)CCCC1.O=S1(=O)CCCC1.O=S1(=O)CCCC1.O=S1(=O)CCCC1.O=S1(=O)CCCC1.O=S1(=O)CCCC1.O=S1(=O)CCCC1.O=S1(=O)CCCC1. The value obtained for the lowest unoccupied orbital energy is -0.04 eV.

Atom charges from the Mulliken analysis, given in e for atoms 1 to 99: -0.675, 1.050, -0.622, -0.130, -0.283, -0.211, -0.845, 0.459, -0.217, -0.125, 0.446, 0.321, -0.004, 0.389, 0.459, -0.621, 0.971, -0.336, -1.113, 0.295, -0.105, -1.115, 0.531, 0.376, -0.024, 0.252, 0.258, -0.305, 0.670, 0.277, -0.694, 0.856, -0.407, 0.308, -0.760, -0.324, -0.796, 0.649, -0.738, 0.346, 0.358, 0.394, 0.011, 0.358, 0.396, -0.816, 1.160, -0.444, -0.900, -0.986, 0.834, -1.018, 0.493, 0.393, 0.285, 0.406, 0.144, -0.443, 0.525, 0.401, -0.688, 0.942, -0.456, -0.701, -0.466, -0.727, -0.311, 0.398, 0.348, 0.202, 0.348, 0.410, 0.328, 0.473, -0.141, -0.738, 1.049, -0.539, 0.237, -0.724, -0.503, -0.852, 0.434, -0.573, 0.378, 0.409, 0.361, 0.224, 0.364, 0.456, -0.647, 0.964, -0.514, -0.660, -0.805, -0.662, -0.254, 0.434, 0.307